Record 1
A single C17H24O5 molecule. Source: the Open Molecules 2025 dataset; level of theory: the ωB97M-V functional and the def2-TZVPD basis.

Calculated values
LUMO level: 0.0137 hartree
2S+1: 1
Electronic energy: -28254.4760 eV
Relative energy (zero: lowest compared OMol25 entry of this formula, charge and spin): 2.387 eV
HOMO: -8.49 eV
Frontier orbital gap: 8.859 eV

CARTESIAN COORDINATES (ANGSTROEM)
C 0.0157 3.3243 0.5718
C -0.8373 3.2106 -0.6799
C -0.0956 2.4607 -1.8039
C -0.9333 2.4235 -3.0362
C 0.1420 1.0766 -1.3182
C 1.2731 0.3527 -1.6294
C 2.4321 0.9683 -2.4748
C 1.4227 -1.0937 -1.2007
O 2.3146 -1.1599 -0.1074
C 1.7934 -0.9627 1.2144
C 0.3406 -1.2328 1.4102
C -0.4718 -1.6602 0.3864
O -1.8038 -1.9203 0.5344
C -2.3667 -1.8126 1.7677
O -3.5318 -2.0773 1.9576
C -1.5663 -1.4070 2.9457
C -2.2310 -1.3785 4.2888
C -0.2362 -1.0930 2.7460
O 0.5627 -0.6637 3.7927
C 0.1460 -1.9317 -0.9428
C 0.6011 -3.3818 -0.9862
O -0.8761 -1.8528 -1.9394
H 1.0117 3.6929 0.3429
H 0.1397 2.3168 1.0008
H -0.3967 4.0092 1.3098
H -1.7495 2.6809 -0.4458
H -1.0931 4.2469 -1.0273
H 0.8437 3.0250 -1.9605
H -1.2591 3.4203 -3.2504
H -0.3865 2.0642 -3.8764
H -1.8368 1.8206 -2.9158
H -0.6453 0.6278 -0.7069
H 3.0332 0.1542 -2.8786
H 3.0987 1.5978 -1.8645
H 2.0062 1.5400 -3.3052
H 1.9427 -1.5973 -2.0228
H 2.0610 0.0550 1.5266
H 2.4132 -1.6611 1.8058
H -1.5979 -0.8891 5.0375
H -2.4098 -2.4124 4.6030
H -3.2035 -0.8537 4.1950
H 1.5058 -0.5728 3.5229
H 1.3542 -3.6167 -0.2798
H -0.2415 -4.0281 -0.7446
H 1.0130 -3.5778 -1.9878
H -1.6975 -2.2315 -1.5743

---

Record 2
A 5-piece molecular cluster, C17H25BF12NO13S overall. Source: the Open Molecules 2025 dataset; level of theory: the ωB97M-V functional and the def2-TZVPD basis.

Calculated values
LUMO level: 0.0635 hartree
Total charge: -1
2S+1: 1
Electronic energy: -90268.5685 eV
HOMO: -4.58 eV
Frontier orbital gap: 6.312 eV

CARTESIAN COORDINATES (ANGSTROEM)
C -1.2197 -3.4443 -5.9057
S -0.7000 -4.9457 -5.0279
O -1.9237 -5.7238 -4.9394
O 0.3824 -5.4753 -5.8372
N -0.0626 -4.5484 -3.6154
O -1.1968 -4.3238 -2.6802
B -1.6070 -3.0212 -2.6075
O -2.9334 -2.7759 -2.2353
O -0.7871 -1.9485 -2.8405
H -1.1896 -2.5677 -5.2605
H -0.5213 -3.2984 -6.7319
H -2.2353 -3.5868 -6.2787
H -3.4508 -3.4950 -2.6119
H 0.0612 -2.2999 -3.1525
C -5.2514 1.4027 -3.2009
C -4.5525 0.0816 -3.4367
O -4.8084 -0.4086 -4.7757
C -4.0753 0.1264 -5.7332
O -3.2468 0.9844 -5.6329
C -4.4126 -0.5415 -7.0866
F -5.7362 -0.6244 -7.2794
F -3.9048 -1.7739 -7.1349
F -3.8943 0.1691 -8.0858
H -6.3217 1.3123 -3.3934
H -5.1085 1.7095 -2.1647
H -4.8510 2.1817 -3.8492
H -4.9360 -0.6965 -2.7841
H -3.4786 0.1445 -3.2817
C 1.6572 -3.8032 2.2493
C 1.4320 -2.3083 2.2690
O 2.3197 -1.6272 1.3581
C 1.9463 -1.6431 0.0816
O 0.9667 -2.1324 -0.3869
C 2.9721 -0.8523 -0.7578
F 4.2303 -1.1836 -0.4439
F 2.8240 0.4626 -0.5127
F 2.7875 -1.0604 -2.0501
H 2.7014 -4.0325 2.4649
H 1.0311 -4.2788 3.0039
H 1.4056 -4.2242 1.2766
H 1.6654 -1.8884 3.2461
H 0.4009 -2.0560 2.0227
C 2.2598 1.5875 6.3157
C 1.9070 0.8713 7.6005
O 0.6847 0.1067 7.4877
C 0.7735 -1.0955 6.9436
O 1.7525 -1.6551 6.5457
C -0.6248 -1.7563 6.9323
F -1.5587 -0.9116 6.4910
F -0.9522 -2.1309 8.1772
F -0.6208 -2.8310 6.1560
H 1.4301 2.2154 5.9903
H 3.1312 2.2209 6.4790
H 2.4917 0.8877 5.5139
H 1.6956 1.5852 8.3932
H 2.7075 0.2119 7.9340
C 3.3334 5.6445 -0.8106
C 2.0551 5.8272 -0.0251
O 2.1440 5.2263 1.2911
C 2.8040 5.9189 2.1994
O 3.3522 6.9743 2.0640
C 2.7434 5.1890 3.5621
F 2.9861 3.8811 3.4546
F 1.5217 5.3378 4.0957
F 3.6300 5.7139 4.4019
H 3.5898 4.5898 -0.8831
H 3.2019 6.0396 -1.8174
H 4.1621 6.1709 -0.3386
H 1.2213 5.3156 -0.4991
H 1.7995 6.8801 0.0876

---

Record 3
A single C17H25Cl3N2O2 molecule. Source: the Open Molecules 2025 dataset; level of theory: the ωB97M-V functional and the def2-TZVPD basis.

Calculated values
LUMO level: 0.0166 hartree
2S+1: 1
Electronic energy: -62678.1130 eV
Relative energy (zero: lowest compared OMol25 entry of this formula, charge and spin): 0.074 eV
HOMO: -8.05 eV
Frontier orbital gap: 8.502 eV

CARTESIAN COORDINATES (ANGSTROEM)
C 3.4919 2.7794 2.1927
C 4.6208 1.7718 2.0179
C 4.5668 0.6280 3.0312
C 3.3169 -0.2489 2.9439
C 3.1579 -0.9364 1.5892
C 2.1085 -2.0447 1.6394
C 1.8972 -2.6895 0.2633
C 1.2338 -1.7118 -0.6820
O 1.8029 -1.1000 -1.5546
N -0.0998 -1.5559 -0.4387
C -0.9090 -0.5951 -1.1475
N -1.4484 0.4220 -0.3017
C -0.7242 1.5861 -0.0200
C -0.1281 2.3444 -1.0146
C 0.5067 3.5360 -0.7051
C 0.5361 3.9844 0.5996
C -0.0524 3.2364 1.6099
C -0.6727 2.0359 1.3127
O -1.2609 1.2018 2.2370
C -1.2738 1.6073 3.5828
C -2.0672 -1.3234 -1.8589
Cl -1.4294 -2.5672 -2.9497
Cl -3.1125 -2.1097 -0.6537
Cl -3.0324 -0.1652 -2.7797
H 3.6327 3.6233 1.5218
H 3.4684 3.1532 3.2148
H 2.5291 2.3315 1.9619
H 5.5774 2.2863 2.1390
H 4.5923 1.3689 1.0048
H 5.4461 -0.0050 2.8872
H 4.6267 1.0481 4.0389
H 2.4280 0.3482 3.1551
H 3.3871 -1.0146 3.7220
H 2.8701 -0.2064 0.8316
H 4.1153 -1.3678 1.2890
H 1.1636 -1.6335 2.0047
H 2.4294 -2.8153 2.3446
H 1.2745 -3.5810 0.3576
H 2.8612 -2.9744 -0.1587
H -0.5423 -2.0805 0.3006
H -0.2539 -0.1495 -1.9071
H -1.8917 0.0548 0.5325
H -0.1696 2.0089 -2.0387
H 0.9684 4.1142 -1.4901
H 1.0199 4.9163 0.8476
H -0.0084 3.5982 2.6249
H -1.8105 2.5519 3.7126
H -1.7967 0.8194 4.1234
H -0.2591 1.7073 3.9823

---

Record 4
C17H25Cl5N7O3PdS as an isolated structure. Source: the Open Molecules 2025 dataset; level of theory: the ωB97M-V functional and the def2-TZVPD basis.

Calculated values
LUMO level: -0.4508 hartree
Total charge: +3
2S+1: 1
Electronic energy: -111507.0939 eV
Relative energy (zero: lowest compared OMol25 entry of this formula, charge and spin): 1.645 eV
HOMO: -15.44 eV
Frontier orbital gap: 3.174 eV

CARTESIAN COORDINATES (ANGSTROEM)
Pd -0.6346 -0.2520 0.2254
Cl 0.1810 -2.8955 -6.7184
C 0.1542 -1.9849 -5.3582
C -0.5061 -2.5397 -4.1710
Cl -1.1932 -4.0777 -4.2704
C -0.5547 -1.8035 -3.0325
Cl -1.3039 -2.3372 -1.6364
C 0.0641 -0.4313 -2.9973
O 0.0381 0.2785 -2.0255
C 0.7405 0.0779 -4.2628
Cl 1.4137 1.5926 -4.1720
C 0.7762 -0.6852 -5.3911
Cl 1.5212 -0.1400 -6.8090
C 3.2764 -2.9288 2.8374
N 2.7789 -2.2538 1.6360
C 3.7035 -2.1603 0.5106
C 1.5619 -1.6970 1.5906
N 1.1158 -1.0104 0.5641
N 0.7989 -1.8487 2.7264
C -0.5530 -1.6239 2.8809
N -1.0291 -1.8789 4.1091
N -1.2784 -1.2021 1.9004
H 4.2700 -3.3088 2.6246
H 2.6466 -3.7781 3.1065
H 3.3755 -2.2353 3.6755
H 4.3092 -3.0625 0.4869
H 4.3581 -1.2918 0.6009
H 3.1691 -2.1217 -0.4375
H 1.7821 -0.9456 -0.1910
H 1.2865 -2.1974 3.5361
H -0.4656 -2.3064 4.8247
H -2.0200 -1.8445 4.2833
H -2.2547 -1.0663 2.1345
N -0.0670 1.8719 1.2643
C -0.4654 2.8554 1.7436
N -0.9086 3.9434 2.2875
C -1.3474 3.9927 3.6996
C -0.6062 5.1126 4.3994
O -0.7731 6.3242 3.6912
C -0.1891 6.2608 2.4054
C -0.9106 5.2320 1.5627
H -1.1440 3.0275 4.1615
H -2.4212 4.1935 3.7200
H 0.4592 4.8615 4.4892
H -1.0197 5.2682 5.3951
H 0.8772 6.0083 2.4773
H -0.2905 7.2500 1.9606
H -0.4270 5.0917 0.5969
H -1.9487 5.5415 1.4187
C -4.9070 1.1456 -0.7877
S -3.2338 1.6895 -0.4880
C -2.7119 1.9674 -2.1786
O -2.5477 0.4074 -0.0063
H -5.4433 1.9625 -1.2688
H -5.3597 0.9301 0.1771
H -4.8942 0.2579 -1.4163
H -3.1771 2.8886 -2.5261
H -3.0056 1.1297 -2.8110
H -1.6319 2.1001 -2.1588

---

Record 5
C17H25ClN2O3S as an isolated structure. Source: the Open Molecules 2025 dataset; level of theory: the ωB97M-V functional and the def2-TZVPD basis.

Calculated values
LUMO level: -0.0433 hartree
2S+1: 1
Electronic energy: -50498.6893 eV
Relative energy (zero: lowest compared OMol25 entry of this formula, charge and spin): 17.568 eV
HOMO: -9.05 eV
Frontier orbital gap: 7.867 eV

CARTESIAN COORDINATES (ANGSTROEM)
C -2.8874 -1.5913 -1.0290
N -3.1719 -1.2417 0.2268
S -4.1325 0.2481 0.2093
O -5.1704 0.1165 -0.8811
O -4.7666 0.1541 1.4121
C -3.0807 1.2955 -0.0386
C -2.0819 1.3678 0.9854
C -0.9765 2.4040 0.4522
C -1.0542 3.1932 -0.6719
C -2.0149 3.0234 -1.4849
C -3.1288 2.3598 -1.2122
H -4.0049 2.1404 -2.0113
H -2.0459 3.5110 -2.4684
Cl 0.3100 4.3547 -0.8528
C 0.1602 2.5161 1.4420
O 0.0107 3.2252 2.6618
N 1.3008 1.6364 1.3551
H 1.9740 1.8154 2.0630
C 1.5761 0.9709 0.1450
C 1.0556 -0.4944 0.8035
H 0.0419 -0.4689 1.0381
C 0.8998 -1.5181 -0.2432
H 0.6086 -2.3993 0.1279
C 2.2749 -1.9337 -0.9092
H 2.1619 -2.7510 -1.8585
H 2.6729 -1.2202 -1.8505
C 3.5397 -2.3503 -0.1351
H 4.1427 -2.8712 -0.4949
C 4.4227 -1.0206 0.0185
C 4.0287 0.2807 0.5990
H 4.8686 1.0949 0.5620
H 3.6129 0.1055 1.4170
C 2.9443 1.0766 -0.2716
H 3.0884 1.9839 -0.3107
H 2.9434 0.6501 -1.3265
H 5.4211 -1.0975 0.5158
H 4.8675 -0.7701 -1.2832
H 3.1732 -2.3707 1.1396
H 0.2868 -1.2543 -1.1478
H 1.6481 -0.7284 1.5727
H 0.8719 1.0743 -0.4402
H -2.1494 0.9635 1.9506
C -3.9709 -2.3678 1.0351
H -3.1247 -3.1723 1.2649
H -4.3747 -1.8414 1.8528
H -4.5204 -2.9110 0.4613
H -2.1178 -2.5009 -1.0279
H -2.3631 -0.8628 -1.5467
H -3.7696 -1.8242 -1.8155

---

Record 6
C17H25F5FeNO3P2 as an isolated structure. Source: the Open Molecules 2025 dataset; level of theory: the ωB97M-V functional and the def2-TZVPD basis.

Calculated values
LUMO level (alpha / beta): -0.0054 / -0.1116 hartree
2S+1: 6
Electronic energy: -92209.6376 eV
Expectation value of S²: 8.969
HOMO (alpha / beta): -3.43 / -6.38 eV
Frontier orbital gap (alpha / beta): 3.279 / 3.348 eV

CARTESIAN COORDINATES (ANGSTROEM)
C 1.5356 2.1776 -3.7107
C 1.1214 1.8389 -2.4369
N 1.1430 0.5408 -2.0543
C 1.3881 -0.4919 -2.8943
C 1.8556 -0.1798 -4.1639
C 1.9175 1.1522 -4.5672
C 0.4945 2.8698 -1.5082
P 0.1382 2.2890 0.2412
Fe 0.6438 0.1772 -0.3627
P 0.4102 -2.0705 -0.7878
C 1.3318 -1.9028 -2.3406
O -2.8222 3.3378 -2.8262
O -2.6532 -0.0133 -2.6889
H 1.4665 3.2174 -4.0391
H 2.2049 -0.9830 -4.8049
H 2.2252 1.4114 -5.5765
C 1.5014 2.8796 1.2236
C -1.3740 3.0851 0.8010
H 0.9850 -2.6222 -3.0987
H 2.3680 -2.2113 -2.1267
H -0.4408 3.1589 -1.9834
H 1.1494 3.7812 -1.4005
C 1.1871 -3.4887 0.0516
C -1.2903 -2.6078 -1.0560
H -1.9856 -0.6944 -2.5132
H -3.2507 0.0245 -1.9169
H -2.5504 2.4127 -2.7921
H -2.5360 3.6450 -3.7022
H 0.4785 -1.1413 0.5924
H -0.3626 0.8817 0.8779
H 1.3607 3.9565 1.2932
H 1.6143 2.4578 2.2176
H 2.4289 2.6982 0.6869
H -1.0787 4.1011 1.1068
H -2.0391 3.1122 -0.0756
H -1.8333 2.5340 1.6423
H -1.2976 -3.6216 -1.4903
H -1.8116 -2.5755 -0.0861
H -1.8188 -1.9896 -1.7814
H 0.9406 -4.4560 -0.4211
H 2.2786 -3.3394 0.0316
H 0.7967 -3.5121 1.0839
F 0.2318 -1.9117 7.3823
C -0.1477 -1.7637 6.1032
C -1.3053 -2.4199 5.6483
F -2.1032 -3.1030 6.5042
C -1.6227 -2.3278 4.3153
F -2.7463 -2.8785 3.8340
C -0.7746 -1.6375 3.3727
O -0.9563 -1.7166 2.1278
C 0.2932 -0.8529 3.9315
F 1.0302 -0.0656 3.1110
C 0.6172 -0.9330 5.2616
F 1.6628 -0.2294 5.7648

---

> 2S+1 of number 2 (C17H25BF12NO13S)?

1